[1]
# CHBrN2

A 2-piece molecular cluster, CHBrN2 overall in a non-equilibrium geometry (ωB97M-V/def2-TZVPD, OMol25).

Computed properties:
- DFT total energy: -74070.682 eV
- ΔE to the lowest compared entry with this formula, charge and spin: 3.235 eV
- Frontier orbital gap (alpha / beta): 5.01 / 4.96 eV

Cartesian coordinates (Å):
C: 0.30168 0.31375 -0.01212
N: -0.57009 -0.44381 0.31041
N: 1.47249 0.72533 -0.11085
Br: -3.38386 -0.96429 0.53221
H: 2.17978 0.36902 -0.71965

---

[2]
# CHBrO

A 3-piece molecular cluster, CHBrO overall in a non-equilibrium geometry (ωB97M-V/def2-TZVPD, OMol25).

Computed properties:
- DFT total energy: -73134.001 eV
- ΔE to the lowest compared entry with this formula, charge and spin: 8.754 eV
- Frontier orbital gap (alpha / beta): 7.15 / 7.21 eV

Cartesian coordinates (Å):
C: -0.12238 -0.86606 0.12951
O: -0.50063 1.44492 0.24143
Br: 1.59632 -1.10236 0.30685
H: -0.97331 0.52349 -0.67780

---

[3]
# CHBrO

CHBrO as an isolated structure in a non-equilibrium geometry (ωB97M-V/def2-TZVPD, OMol25).

Computed properties:
- DFT total energy: -73136.496 eV
- ΔE to the lowest compared entry with this formula, charge and spin: 6.259 eV
- Frontier orbital gap (alpha / beta): 7.75 / 7.74 eV

Cartesian coordinates (Å):
C: -0.09524 -0.16879 -0.16154
O: -0.09888 1.70049 0.04524
Br: 1.08339 -0.97014 0.87252
H: -0.88927 -0.56155 -0.75622